No. 1
Computed, not measured: a cluster of 13 separate species, C29H56Cl24O8 in total, with ωB97M-V/def2-TZVPD.

Summary:
Kohn-Sham gap = 0.358 Eh

The geometry in XYZ format:
```
117
Properties=species:S:1:pos:R:3:forces:R:3:mulliken_charge:R:1
C 0.035514 4.556984 3.776114 0.3554 0.1623 -0.3739 -0.4877
C -1.480389 4.176717 3.478120 0.6904 -0.2394 1.4049 -0.1248
O -1.703955 3.687720 2.136664 -0.9293 0.8146 0.5773 -0.2940
C -3.109372 3.402434 1.979874 -0.7761 -0.6221 0.8678 -0.4594
C -3.440387 1.929721 2.492724 0.4228 0.8248 -0.3251 -0.4498
O -2.597258 0.966030 1.784181 -1.9954 -0.2349 0.7233 -0.1814
C -3.465701 -0.178917 1.553661 0.8112 -0.3863 -1.3589 -0.5601
C -2.666605 -1.425797 0.938848 -0.2499 0.3088 1.4966 -0.2330
O -2.049524 -1.110208 -0.322807 -0.8874 -0.9518 -0.1395 -0.1765
C -2.281966 -2.134078 -1.312597 0.8219 -1.3145 0.8325 -1.3118
C -1.047267 -2.268184 -2.320389 -0.8265 1.0762 -1.4844 0.7684
C -0.819643 -0.891337 -3.072760 -0.3919 0.5366 0.5057 -0.4082
C 0.001559 0.197155 -2.233611 0.2734 0.3434 -0.0832 -1.1419
O -1.642361 -3.109844 -3.378816 0.0390 -2.6087 0.4584 -0.4913
C -1.457050 -4.473693 -3.044675 0.8279 -0.0342 0.5288 0.3335
O -1.945934 -5.476907 -3.561574 1.3123 3.3535 1.5567 -0.6186
O -0.521130 -4.480189 -1.965504 -1.8193 -0.4975 -1.8934 -0.2082
C 0.194729 -3.182963 -1.929748 -0.3700 -1.7876 0.8766 1.5176
C 1.326619 -3.419947 -3.049101 0.1231 1.7283 -0.4038 -0.2221
C 2.798292 -2.961950 -2.652564 0.1663 -0.1876 0.3351 -0.0214
C 2.938535 -1.444888 -2.195202 1.1658 -0.8316 -0.7708 0.3430
O 4.369055 -1.117794 -2.250008 -0.5617 -0.6621 0.4206 -0.5992
C 0.591512 -3.076917 -0.381345 -1.4741 0.4607 -0.1040 -0.7957
O 1.571050 -4.025968 0.065756 0.0747 1.6737 -0.0479 -0.1657
C 2.556526 -3.463975 0.956018 1.6929 -0.3670 -0.0205 -0.5474
H 0.703561 4.043339 3.004125 -0.8440 0.6703 1.1051 0.2317
H 0.352836 4.229121 4.826660 -0.5697 0.3224 -1.5238 0.3432
H 0.223697 5.693311 3.722966 -0.3878 -2.0411 -0.0296 -0.3190
H -1.755547 3.328914 4.203179 0.1981 1.2777 -0.8617 0.1926
H -2.112516 5.097211 3.731815 0.4867 -1.2412 -0.5613 0.2299
H -3.698254 4.118599 2.646267 0.5151 -0.7959 -0.8654 0.3374
H -3.494239 3.546138 0.921484 1.0271 -0.2339 1.1053 0.3091
H -3.261303 1.867915 3.611706 -0.0908 -0.0738 -1.2174 0.1917
H -4.537154 1.692974 2.313332 1.1990 0.4752 0.1291 0.3932
H -3.962314 -0.450802 2.536953 0.4168 -0.0553 -1.2468 0.3398
H -4.218967 0.148019 0.748708 0.6665 -0.6085 1.2620 0.2522
H -3.420327 -2.283327 0.877972 0.9288 1.1646 -0.2484 0.3608
H -1.860537 -1.779168 1.673480 -0.9998 0.6237 -0.9941 0.0645
H -3.253763 -1.991317 -1.884552 1.3380 0.1685 0.3998 0.2736
H -2.377323 -3.154019 -0.788896 0.0860 1.3164 -0.6806 0.5079
H -0.401969 -1.066151 -4.120267 -0.3390 0.0815 1.5924 0.3199
H -1.861307 -0.443976 -3.242618 1.4158 -0.8090 0.1376 0.2955
H 0.746559 0.717953 -2.921974 -1.0149 -0.6597 1.0502 0.2663
H 0.594296 -0.238916 -1.367570 -0.8458 0.4517 -1.1588 0.1218
H -0.674939 1.003470 -1.786937 0.8442 -1.2630 -0.6632 0.2845
H 1.304698 -4.493757 -3.443263 0.0115 1.4588 1.0156 0.2716
H 1.030049 -2.771650 -3.960933 0.4292 -1.1806 1.6960 -0.4697
H 3.466426 -3.112878 -3.568903 -0.9572 0.4176 1.2029 0.3595
H 3.271428 -3.601717 -1.823943 -0.9200 0.6819 -1.1502 -0.1489
H 2.618220 -1.237088 -1.129585 -0.1580 -0.2541 -1.4029 0.0149
H 2.449893 -0.789824 -2.977129 0.4554 -0.5383 1.2173 -0.0722
H 4.850853 -1.827942 -1.767976 -0.5526 0.7063 -0.4676 0.3614
H 0.831828 -1.990228 -0.171044 0.1262 -1.3137 -0.0509 0.1466
H -0.371543 -3.305327 0.202351 1.1952 0.4087 -0.9254 0.3036
H 3.589594 -3.796429 0.550250 -1.5125 0.4817 0.7258 0.1304
H 2.589512 -2.332708 1.000088 -0.3908 -1.2228 -0.1903 0.2287
H 2.471692 -3.862325 2.015653 -0.1857 0.3879 -1.2773 0.2771
C -1.491555 -8.028423 -0.993162 -0.0359 0.2890 0.0612 0.0562
Cl -1.974141 -7.068369 0.411939 -0.0625 0.1330 0.0782 -0.1455
Cl -1.943161 -9.726868 -0.795100 0.0618 -0.0643 -0.1015 -0.1854
H -1.984712 -7.631791 -1.878730 0.0325 -0.0148 0.1636 0.2078
H -0.412692 -7.961775 -1.111164 -0.5214 0.0131 0.4841 0.0183
C 0.351806 -9.751414 -4.214406 -0.1085 -0.0672 -0.2115 -0.3412
Cl 0.616557 -8.478019 -3.016921 0.4415 -0.0731 -0.7413 -0.0773
Cl 1.395035 -11.145187 -3.910358 -0.0475 -0.0241 -0.0736 -0.1657
H -0.687556 -10.070373 -4.164793 0.1591 0.0284 0.1492 0.2583
H 0.570458 -9.355568 -5.204101 0.0814 -0.0150 0.1880 0.3049
C 1.067515 7.480854 0.702304 0.0791 0.1245 -0.1584 -0.0240
Cl 2.507875 6.778858 1.454901 0.0911 -0.0042 -0.0545 -0.1861
Cl -0.402844 6.966027 1.536770 -0.1615 0.1973 -0.1966 -0.0952
H 1.137501 8.566345 0.746955 0.0211 -0.3468 0.0752 0.0224
H 1.017216 7.157204 -0.334072 -0.0158 -0.1077 0.2447 0.3155
C 1.904861 7.953336 4.945703 -0.0746 0.1923 -0.1947 0.4419
Cl 3.347370 7.259857 5.695948 0.0235 -0.0013 -0.0911 -0.1676
Cl 0.435858 7.432911 5.781641 -0.0283 0.1939 0.0407 -0.1613
H 1.970180 9.038733 4.990270 0.0056 -0.1615 0.1452 0.3017
H 1.856479 7.630303 3.907184 0.0157 -0.1160 0.2060 -0.4596
C -2.425704 -3.149183 4.762750 -0.0655 -0.0414 0.2614 -0.3885
Cl -0.770775 -2.617946 4.441632 -0.0089 0.0163 0.0603 -0.1472
Cl -3.267140 -3.562537 3.264905 -0.0221 0.0068 0.0340 -0.0494
H -2.397152 -4.027621 5.404711 0.0317 0.0462 -0.1958 0.3228
H -2.964886 -2.345302 5.259971 0.0860 -0.0470 -0.1751 0.3170
C -1.750211 10.297738 1.202750 -0.2325 -0.0181 0.2932 -0.1154
Cl -0.089163 10.743254 0.788372 -0.0124 0.2083 0.1472 -0.1746
Cl -2.681699 9.886268 -0.241661 -0.0326 -0.0202 0.0539 -0.1443
H -1.728363 9.436008 1.866674 0.0903 0.0419 -0.2159 0.1078
H -2.226330 11.138645 1.703096 0.1040 -0.0249 -0.2028 0.3355
C -5.603214 -6.357160 3.654729 0.0991 -0.0099 -0.2558 -0.1246
Cl -4.841101 -5.762124 5.134379 -0.0578 -0.1783 0.1889 -0.1662
Cl -7.217248 -6.999596 3.978648 0.0124 0.0029 -0.0837 -0.1618
H -5.685620 -5.535262 2.945987 -0.0310 -0.0420 0.1870 0.1744
H -4.985835 -7.148043 3.233381 -0.0891 0.0604 0.1620 0.2645
C 2.352357 -3.253569 -6.974232 0.0194 -0.0250 -0.2093 -0.4745
Cl 1.666687 -1.918392 -6.036849 0.1145 0.1929 -0.5812 0.0329
Cl 2.897768 -4.569257 -5.927231 0.0451 -0.1045 -0.1596 -0.1101
H 1.590598 -3.635402 -7.650968 0.0280 0.0379 0.2055 0.3148
H 3.201456 -2.882954 -7.544909 -0.0655 -0.0101 0.2019 0.3404
C 4.297700 -6.900795 -0.086307 -0.2705 -0.1300 -0.0463 0.0686
Cl 5.289072 -5.834583 -1.090005 -0.0401 0.0093 -0.0948 -0.1627
Cl 4.887604 -6.944640 1.579322 -0.0694 -0.0370 0.0129 -0.1645
H 3.272274 -6.534120 -0.088859 0.1686 0.0875 0.0396 -0.0694
H 4.331634 -7.906648 -0.500003 0.1253 0.1494 0.0661 0.3429
C -0.977070 1.865491 -6.334803 0.0011 0.1250 -0.1854 -0.3867
Cl 0.442585 1.214125 -5.504892 0.0560 0.2413 -0.2549 -0.0517
Cl -2.475863 1.290035 -5.596177 -0.0498 0.0637 -0.0814 -0.1441
H -0.950402 2.951778 -6.278051 0.0055 -0.1682 0.1196 0.3186
H -0.952859 1.549019 -7.375633 -0.0049 -0.0762 0.1896 0.2945
C 0.123345 10.036932 -2.768836 -0.2702 0.0757 -0.0016 -0.0265
Cl 1.480903 9.078434 -2.162434 0.0153 0.0528 -0.0824 -0.1441
Cl 0.598974 11.008902 -4.166134 -0.0730 0.0086 0.0090 -0.1684
H -0.679523 9.363991 -3.063109 0.1943 0.0358 -0.0186 0.2598
H -0.221360 10.699484 -1.978160 0.1597 -0.0765 -0.1070 0.0774
C 6.640190 7.724680 7.545967 -0.0091 -0.0163 -0.2124 0.1709
Cl 6.055822 9.100170 8.490433 -0.0238 0.0316 -0.1085 -0.1473
Cl 7.191803 6.414560 8.596486 0.0219 -0.0493 -0.0847 -0.1553
H 5.830219 7.356919 6.918354 0.0875 0.0608 0.2180 -0.1103
H 7.470488 8.051435 6.923240 -0.0601 -0.0168 0.1919 0.2626
```
Forces are in eV/Å.

=====

No. 2
Computed, not measured: a cluster of 2 separate species, C6H14N2O2 in total, with ωB97M-V/def2-TZVPD.

Summary:
<S²> = 0.755
Kohn-Sham gap (alpha / beta) = 0.366 / 0.194 Eh
Total charge = +1
Relative energy (zero: lowest compared OMol25 entry of this formula, charge and spin) = 27.6 kcal/mol
Spin multiplicity = 2

The geometry in XYZ format:
```
24
Properties=species:S:1:pos:R:3:forces:R:3:mulliken_charge:R:1
C 2.246618 -1.907836 2.130183 -0.3768 -0.0138 -0.6742 -1.0362
C -1.163515 -0.244756 2.005058 -0.4292 -0.6437 0.7874 -0.9710
C 0.875984 -1.321599 2.375981 1.1230 0.1943 -0.1267 0.8895
O 0.443142 -1.529325 3.566709 0.0871 0.0066 -0.2363 -0.2165
N 0.210243 -0.578971 1.552867 -1.5712 -0.7176 1.0269 0.0409
H 2.538466 -1.662038 1.112211 0.2409 0.6751 0.0962 0.3147
H 0.279339 -0.589529 0.528503 0.7278 0.0800 -0.4160 0.3461
H -1.632192 -1.122712 2.545700 0.3311 0.5388 -1.2420 0.3761
H 2.947451 -1.622643 2.905730 0.0919 0.2143 -0.0819 0.3479
H 2.200679 -2.974523 2.069177 -0.3107 -0.8482 0.4977 0.3616
H -1.164506 0.479513 2.825333 0.2743 0.5216 -0.6173 0.3552
H -1.688357 0.064457 1.099798 -0.2832 0.0008 0.5437 0.2976
C -1.981774 0.291776 -2.797208 1.1861 0.0441 -2.6420 -1.0895
C 0.826714 1.964288 -1.180635 0.3366 0.1313 -0.8661 -0.6935
C -0.572724 0.316762 -2.169463 -2.1474 0.2758 1.9580 0.5929
O -0.335610 -0.419317 -1.207782 0.5757 -0.4176 0.0619 -0.7114
N 0.166451 1.434744 -2.375090 -0.3119 -0.9590 -0.2970 -0.2562
H -2.205023 1.350968 -2.881046 -0.5817 0.0454 -0.1064 0.3696
H -0.227682 2.071632 -3.048789 0.2503 0.2004 0.1011 0.2818
H 0.034387 2.005214 -0.396479 1.0968 0.1151 -0.0789 0.2356
H 1.726253 1.352012 -0.949968 -0.8505 0.3658 0.2461 0.1826
H -1.878810 -0.071187 -3.868129 -0.2765 0.3502 1.0952 0.3016
H -2.835621 -0.238363 -2.356080 0.9633 -0.0854 0.4192 0.3193
H 1.190085 2.951432 -1.486580 -0.1460 -0.0742 0.5515 0.3614
```
Forces are in eV/Å.